A structure of composition C30H30N9O6SW in a non-equilibrium geometry, computed with ωB97M-V with the def2-TZVPD basis set.

Last column: Löwdin charge in e.
Element x y z (Å)
W1 0.5046 0.7989 -0.2807  1.89
S1 1.5119 -1.0144 2.4946  1.03
O1 -2.6827 -0.4223 2.0017  0.12
O2 2.3783 1.0441 -0.7293  -0.29
O3 5.3411 0.6387 -0.7257  -0.06
O4 1.7106 -0.5064 1.0689  -0.62
O5 -1.3450 0.8867 -1.0981  -0.23
O6 -0.6599 0.2333 1.2871  -0.24
N1 2.2223 4.2490 1.4756  0.16
N2 0.4699 2.6410 -1.3074  -0.02
N3 -1.5133 2.6820 0.8461  0.02
N4 -2.2937 1.7547 1.5770  0.02
N5 -1.1419 -1.3571 -1.1787  0.11
N6 0.1946 -1.0864 -1.0620  -0.15
N7 1.2705 2.2095 1.2548  0.01
N8 0.7884 5.2066 -2.4847  0.13
N9 2.3626 3.5348 2.5943  0.07
C1 1.2788 4.9431 -1.3068  -0.05
C2 4.9646 -1.1126 -2.2364  0.01
C3 3.0450 0.0985 -1.4408  -0.23
C4 -1.9100 0.4186 1.6186  -0.67
C5 1.1286 3.7000 -0.6678  -0.14
C6 -1.8973 -0.3110 -1.2161  -0.41
C7 -5.2875 -1.7436 -1.9018  -0.06
C8 -0.0496 -2.9095 1.2444  -0.08
C9 4.9367 1.8857 -0.2056  -0.07
C10 -3.3467 -0.4358 -1.3683  -0.15
C11 -3.9166 -1.6447 -1.7606  -0.01
C12 -6.0969 -0.6487 -1.6321  -0.07
C13 -0.6686 -2.3545 3.5088  -0.08
C14 -3.2659 -4.7013 2.0609  -0.04
C15 4.1585 -1.8964 -3.0410  -0.07
C16 4.4403 -0.0853 -1.4483  -0.20
C17 2.7887 -1.6921 -3.0694  -0.03
C18 0.7697 -0.4438 -2.1431  -0.19
C19 2.9104 -2.1909 2.6563  -0.17
C20 1.8004 2.3317 2.4678  -0.08
C21 2.2384 -0.7037 -2.2660  -0.16
C22 -1.7741 -3.1790 3.4048  -0.03
C23 -5.5346 0.5552 -1.2359  -0.07
C24 0.1790 -2.2158 2.4210  -0.40
C25 -2.0546 -3.8392 2.2122  -0.26
C26 -4.1627 0.6643 -1.1171  -0.03
C27 0.0028 2.9503 -2.5537  -0.04
C28 0.1333 4.1937 -3.1054  -0.05
C29 -1.1737 -3.7044 1.1436  -0.02
C30 1.5605 3.4394 0.6511  -0.29
H1 4.1996 1.7588 0.5958  0.08
H2 -0.5055 2.1502 -3.0819  0.13
H3 -3.6542 -4.6277 1.0476  0.08
H4 -4.0422 -4.4182 2.7654  0.08
H5 3.8212 -1.6588 2.4039  0.06
H6 -3.2859 1.9252 1.7003  0.15
H7 1.8235 5.7250 -0.7967  0.13
H8 -5.7298 -2.6750 -2.2230  0.11
H9 1.7752 1.5852 3.2389  0.12
H10 2.8442 3.9424 3.3845  0.18
H11 -3.7039 1.6019 -0.8361  0.10
H12 4.5167 2.5240 -0.9888  0.10
H13 -7.1689 -0.7299 -1.7300  0.11
H14 -3.2612 -2.4767 -1.9580  0.11
H15 2.7596 -3.0204 1.9759  0.06
H16 2.9592 -2.5464 3.6813  0.06
H17 -0.4700 -1.8112 4.4189  0.11
H18 0.1862 -0.4833 -3.0801  0.15
H19 -0.2716 4.4298 -4.0762  0.12
H20 6.0309 -1.2670 -2.2041  0.12
H21 2.1474 -2.3066 -3.6809  0.11
H22 5.8390 2.3466 0.1937  0.10
H23 -1.3673 3.5146 1.4183  0.11
H24 4.6021 -2.6606 -3.6577  0.11
H25 0.6300 -2.8102 0.4091  0.10
H26 -1.9955 2.9646 -0.0129  0.09
H27 -2.4431 -3.2869 4.2462  0.12
H28 -3.0049 -5.7449 2.2401  0.09
H29 -1.3825 -4.2139 0.2146  0.12
H30 -6.1614 1.4090 -1.0185  0.11

As for the net charge: +1. Its energy above the lowest of the compared OMol25 structures with the same formula, charge and spin is 36.33 kcal per mole. The calculation puts the frontier orbital gap (alpha / beta) at 0.2072 / 0.2055 Ha. The LUMO energy (alpha / beta) is -4.733 / -4.801 eV.



A structure of composition C25H30BN7O3STm in a non-equilibrium geometry, computed with ωB97M-V with the def2-TZVPD basis set.

Last column: natural (NBO) charge in e.
Element x y z (Å)
Tm1 -0.1887 -0.6275 -0.8334  1.64
S1 -1.3428 -3.2086 -1.1052  -0.28
O1 1.7398 2.6119 -1.3354  -0.65
O2 -0.2073 2.0244 -0.3385  -0.69
O3 0.3016 -1.1603 1.1073  -0.96
N1 -4.4242 0.9961 -3.2989  -0.34
N2 -0.7581 -5.5363 -0.1653  -0.78
N3 -0.7438 -3.7964 1.3811  -0.77
N4 -1.5920 -1.4441 -4.9098  -0.20
N5 -2.3312 0.0163 -1.8354  -0.49
N6 -0.3937 -1.9726 -5.2570  -0.33
N7 -0.1438 -1.2314 -3.2714  -0.53
C1 3.3202 0.6150 1.7220  -0.18
C2 1.5546 1.5207 3.0912  -0.20
C3 1.1803 3.7041 -0.7527  0.29
C4 -1.8532 0.6616 2.1377  -0.61
C5 -4.3401 1.3377 -2.0154  0.03
C6 0.0358 3.3353 -0.0486  0.20
C7 2.4260 -1.6150 -1.0710  -0.61
C8 2.8974 1.6332 2.5986  -0.23
C9 2.9654 -1.5726 0.4327  -0.23
C10 -0.9575 -4.2299 0.1763  0.36
C11 2.5216 -0.4182 1.2982  -0.11
C12 1.5595 5.0138 -0.8223  -0.26
C13 -1.3897 -0.9698 -3.7383  0.26
C14 -3.2852 0.7929 -1.2562  0.04
C15 -3.5239 0.2082 -3.8407  0.07
C16 2.7075 -2.8452 1.2293  -0.61
C17 -0.8062 -0.8082 3.9100  -0.60
C18 -0.7197 0.5087 3.1442  -0.27
C19 -0.8069 4.2228 0.6297  -0.25
C20 0.4649 -1.9004 -4.2020  0.25
C21 -2.4012 -0.2230 -3.1230  0.13
C22 1.2132 -0.3351 1.7111  0.29
C23 0.6802 5.9218 -0.2021  -0.20
C24 -0.4446 5.5636 0.5505  -0.22
C25 0.6771 0.5806 2.6629  0.00
B1 0.8320 1.5760 -1.1628  0.38
H1 3.0493 -3.7724 0.6447  0.21
H2 -1.5789 3.8327 1.3096  0.22
H3 1.4674 -2.2291 -4.2855  0.23
H4 3.5971 2.4470 2.9770  0.24
H5 -0.5539 -2.7552 1.4363  0.47
H6 -3.1859 1.1087 -0.2062  0.23
H7 1.1629 2.2814 3.7801  0.21
H8 -0.8977 -5.9109 -1.0590  0.42
H9 -1.6141 1.3309 1.3648  0.22
H10 2.3878 5.3247 -1.4178  0.23
H11 -2.1499 -0.2897 1.6508  0.20
H12 -0.4916 -1.6222 3.2702  0.19
H13 3.0587 -2.0245 -1.8618  0.24
H14 4.0126 -1.4108 0.3352  0.23
H15 4.3914 0.6358 1.4069  0.21
H16 0.8879 6.9727 -0.3913  0.22
H17 1.6011 -2.9765 1.4185  0.21
H18 -0.8664 1.3047 3.8672  0.22
H19 3.2519 -2.8012 2.1880  0.23
H20 -2.8243 0.9846 2.6181  0.23
H21 -0.1789 -2.3303 -6.1719  0.44
H22 2.0805 -0.5965 -1.3302  0.22
H23 -0.4696 -4.3658 2.1678  0.41
H24 -3.5769 0.0985 -4.9172  0.23
H25 -1.0440 6.3696 1.0358  0.23
H26 -0.6033 -6.3439 0.4699  0.41
H27 -1.7380 -1.1282 4.3709  0.22
H28 1.4903 -2.2932 -1.0781  0.19
H29 -0.1130 -0.8485 4.7843  0.22
H30 -4.9759 2.0576 -1.5745  0.22

As for the net charge: +1. As for the spin multiplicity: 3. Its energy above the lowest of the compared OMol25 structures with the same formula, charge and spin is 17.40 kcal per mole. The calculation puts the frontier orbital gap (alpha / beta) at 0.2525 / 0.2524 Ha. The LUMO energy (alpha / beta) is -3.341 / -3.338 eV.



The molecule C23H24N2O3S2, computed with ωB97M-V with the def2-TZVPD basis set.

Last column: natural (NBO) charge in e.
Element x y z (Å)
S1 -2.7149 1.8853 -1.1907  0.49
S2 -4.5687 -0.3867 -0.5679  2.34
O1 -4.3111 -0.6253 -1.9565  -0.94
O2 -5.9007 -0.4864 -0.0631  -0.92
O3 -1.8944 0.0185 1.7243  -0.65
N1 -0.2887 -0.0873 0.1370  -0.62
N2 -3.6330 -1.4643 0.2885  -0.84
C1 1.4543 -2.8763 -1.9967  -0.22
C2 -3.3889 3.1587 0.9305  -0.25
C3 0.6278 0.8439 0.7771  -0.09
C4 1.0338 1.8026 -1.4944  -0.22
C5 -2.5460 3.2327 -0.1334  -0.40
C6 1.5562 1.4246 -0.2611  0.03
C7 -2.2430 -1.5050 -0.0989  -0.16
C8 0.7746 -3.2039 0.6639  -0.21
C9 -0.2299 -3.0090 -0.2750  -0.03
C10 3.5402 1.2142 1.2996  -0.42
C11 2.4489 -3.0580 -1.0495  -0.22
C12 1.3849 0.1571 1.9169  -0.41
C13 -1.4532 -0.4530 0.6918  0.68
C14 1.8439 2.3320 -2.4801  -0.22
C15 2.9153 1.6015 -0.0121  -0.04
C16 -1.6688 -2.9167 0.1431  -0.41
C17 2.1051 -3.2319 0.2796  -0.21
C18 -4.1820 1.9910 0.9097  -0.18
C19 0.1252 -2.8564 -1.6131  -0.20
C20 2.5035 1.0648 2.4058  -0.39
C21 -3.9249 1.2158 -0.1761  -0.57
C22 3.7202 2.1364 -1.0126  -0.19
C23 3.1977 2.4961 -2.2394  -0.21
H1 1.7155 -2.7509 -3.0369  0.22
H2 0.6819 -0.0708 2.7186  0.23
H3 2.8747 -3.3882 1.0216  0.22
H4 1.4194 2.6177 -3.4306  0.21
H5 2.9692 0.6461 3.2993  0.21
H6 -2.2799 -3.6194 -0.4265  0.24
H7 -3.4418 3.9008 1.7060  0.23
H8 -0.0247 1.6849 -1.6773  0.21
H9 4.0625 0.2610 1.1644  0.21
H10 4.7750 2.2704 -0.8179  0.21
H11 0.0564 -0.5875 -0.6686  0.42
H12 -1.7716 -3.1550 1.2032  0.22
H13 3.4861 -3.0706 -1.3488  0.22
H14 -1.8355 4.0012 -0.3651  0.24
H15 -0.6481 -2.7237 -2.3563  0.21
H16 -2.2175 -1.2713 -1.1674  0.24
H17 0.5133 -3.3319 1.7044  0.22
H18 1.8059 -0.7816 1.5492  0.20
H19 3.8410 2.9087 -3.0020  0.21
H20 -4.9103 1.7262 1.6530  0.24
H21 4.2909 1.9572 1.5780  0.22
H22 -3.7457 -1.3264 1.2854  0.42
H23 2.0931 2.0428 2.6649  0.20
H24 0.0068 1.6453 1.2022  0.23

As for the net charge: 0. Its energy above the lowest of the compared OMol25 structures with the same formula, charge and spin is 0.49 kcal per mole. The calculation puts the frontier orbital gap at 0.3551 Ha. The LUMO energy is 0.587 eV. Its SMILES is O=C(N[C@H]1CCCc2ccccc21)[C@@H](Cc1ccccc1)NS(=O)(=O)c1cccs1.



A cluster of 2 separate species, C4H10O2 in total, computed with ωB97M-V with the def2-TZVPD basis set.

Last column: natural (NBO) charge in e.
Element x y z (Å)
O1 0.5571 -0.3569 1.8447  -0.94
O2 2.1944 0.2976 -0.0319  -0.82
C1 1.2475 -0.3538 -0.6502  -0.11
C2 -0.1450 -0.0401 -0.3008  0.49
C3 -1.2202 -1.0354 -0.5253  -0.73
C4 -0.4976 1.3785 -0.0286  -0.74
H1 1.4146 -0.0836 1.3699  0.51
H2 -2.1521 -0.5903 -0.8864  0.23
H3 0.4056 1.9268 0.2471  0.27
H4 -0.9286 1.8087 -0.9427  0.25
H5 1.3591 -1.4550 -0.7974  0.16
H6 -0.8870 -1.8350 -1.1954  0.24
H7 0.3585 0.3871 2.4277  0.47
H8 -1.2644 1.4485 0.7481  0.24
H9 0.9680 -0.0079 -1.7350  0.22
H10 -1.4098 -1.4891 0.4560  0.28

As for the net charge: 0. Its energy above the lowest of the compared OMol25 structures with the same formula, charge and spin is 74.27 kcal per mole. The calculation puts the frontier orbital gap at 0.3086 Ha. The LUMO energy is -0.141 eV.



A structure of composition CH11B2ClCoCrNO6 in a non-equilibrium geometry, computed with ωB97M-V with the def2-TZVPD basis set.

Last column: natural (NBO) charge in e.
Element x y z (Å)
Co1 -2.0095 2.4300 -1.4378  1.60
Cr1 2.2809 -1.9318 -1.9512  1.62
Cl1 -0.9296 -1.1064 -0.3178  2.57
O1 -1.3034 -1.2806 1.0394  -0.76
O2 -1.9273 -1.6460 -1.1877  -0.80
O3 0.0345 0.0280 5.5459  -0.35
O4 0.3746 -1.6779 -0.6342  -0.96
O5 -0.8832 0.3139 -0.6693  -0.96
O6 1.9238 0.8552 4.9585  -0.38
N1 0.9718 0.1276 4.7888  0.53
C1 1.0563 -0.7459 3.6100  -0.50
B1 -3.1850 1.1253 -2.6932  -0.83
B2 2.5527 0.3556 -2.0269  -0.77
H1 1.9195 -1.4011 3.7149  0.23
H2 1.8654 1.2592 -1.8557  0.06
H3 -3.1174 0.9017 -1.5643  0.02
H4 -2.2599 0.6029 -3.1440  0.06
H5 0.2667 -1.4576 3.3807  0.24
H6 -4.1113 0.6217 -3.1375  0.13
H7 2.2644 -0.3409 -2.8959  -0.04
H8 1.1574 -0.0577 2.7739  0.22
H9 2.7869 -0.1481 -1.0247  -0.03
H10 3.5037 0.9232 -2.3412  0.09
H11 -3.2318 2.2497 -2.9307  -0.01

As for the net charge: +1. As for the spin multiplicity: 8. Its energy above the lowest of the compared OMol25 structures with the same formula, charge and spin is 0.00 kcal per mole. The calculation puts the frontier orbital gap (alpha / beta) at 0.2144 / 0.2255 Ha. The LUMO energy (alpha / beta) is -7.081 / -6.779 eV.



The molecule C3H4ClNOS2 in a non-equilibrium geometry, computed with ωB97M-V with the def2-TZVPD basis set.

Last column: natural (NBO) charge in e.
Element x y z (Å)
Cl1 -0.1795 1.1102 -2.1918  0.00
S1 -1.3985 -1.3507 -0.2035  0.16
S2 1.4170 -0.6981 1.9807  0.26
O1 -2.0946 1.2135 0.3464  -0.50
N1 1.4094 -1.4100 0.4707  -0.55
C1 -0.1010 1.2835 -0.4963  -0.54
C2 0.4537 -1.6203 -0.2700  0.00
C3 -1.1934 0.4664 0.0649  0.40
H1 0.1288 -0.4464 2.0954  0.08
H2 1.0002 1.0960 -0.2993  0.24
H3 0.6058 -1.9737 -1.2253  0.19
H4 -0.0478 2.3295 -0.2720  0.25

As for the net charge: 0. Its energy above the lowest of the compared OMol25 structures with the same formula, charge and spin is 54.38 kcal per mole. The calculation puts the frontier orbital gap at 0.3644 Ha. The LUMO energy is 0.154 eV. Its SMILES is O=C(CCl)S/C=N\S.



A structure of composition C6H8CuLiO3 in a non-equilibrium geometry, computed with ωB97M-V with the def2-TZVPD basis set.

Last column: natural (NBO) charge in e.
Element x y z (Å)
Cu1 5.0663 2.4906 2.0049  0.01
O1 -1.1680 -0.0697 -0.5679  -0.90
O2 0.1401 -2.1589 -2.2951  -0.94
O3 3.1275 2.8002 1.1331  -0.75
C1 1.1118 1.5123 1.1306  -0.43
C2 -2.0216 -2.5297 -1.3740  -0.64
C3 -1.0093 -2.7758 -2.2994  0.21
C4 1.8336 2.7099 1.0808  0.39
C5 -0.2811 1.3834 1.1330  0.03
C6 -0.9545 0.0775 0.8103  -0.13
Li1 0.4407 -0.5781 -1.3675  0.92
H1 -1.7576 -2.6779 -0.3173  0.17
H2 -1.9131 0.0081 1.3687  0.14
H3 1.7113 0.5905 1.1835  0.21
H4 -1.3247 -3.2190 -3.2667  0.08
H5 -0.8897 2.2962 1.1183  0.19
H6 -3.0539 -2.7520 -1.6599  0.16
H7 -0.3172 -0.7595 1.1792  0.12
H8 1.2591 3.6521 1.0054  0.13

As for the net charge: -1. As for the spin multiplicity: 2. Its energy above the lowest of the compared OMol25 structures with the same formula, charge and spin is 0.00 kcal per mole. The calculation puts the frontier orbital gap (alpha / beta) at 0.1826 / 0.1813 Ha. The LUMO energy (alpha / beta) is 2.063 / 2.026 eV.



A structure of composition C12B3O26V in a non-equilibrium geometry, computed with ωB97M-V with the def2-TZVPD basis set.

Last column: Löwdin charge in e.
Element x y z (Å)
V1 -0.4470 -2.5284 -1.1676  1.03
O1 2.0182 -4.6129 2.0570  0.18
O2 3.4636 -3.0417 2.8935  0.24
O3 0.7686 1.9029 2.6986  0.26
O4 2.1815 2.6513 1.0922  0.26
O5 0.8378 -2.3179 0.7346  0.07
O6 -5.7590 2.0617 -6.2161  0.09
O7 -5.2878 -0.4798 -2.7404  0.24
O8 1.9498 2.5081 4.5391  0.14
O9 6.6638 -0.1727 2.9476  0.12
O10 -1.9066 2.4955 -0.7895  0.12
O11 -0.2420 2.8448 0.7039  0.22
O12 4.5759 0.7787 4.9120  0.12
O13 4.9535 -1.2352 2.1229  0.26
O14 -3.1221 -0.5560 -3.5922  0.29
O15 -0.6361 -0.3196 -0.8501  0.02
O16 0.5331 -2.1700 -2.4039  -0.28
O17 0.8622 0.7257 0.6404  0.25
O18 -5.1109 -2.3816 -1.4050  0.14
O19 -0.5850 -4.1117 -1.0045  -0.30
O20 -2.3806 -2.3027 -2.3310  0.09
O21 -4.3428 3.6925 -4.0955  0.08
O22 -4.1053 1.6355 -3.2136  0.24
O23 2.6657 -1.3145 1.4928  0.30
O24 -4.9142 0.3384 -4.9231  0.26
O25 3.2998 -0.6650 3.7362  0.21
O26 3.8447 3.3163 2.5270  0.11
C1 4.4559 -0.1305 4.0948  -0.36
C2 1.7233 2.5203 3.3417  -0.38
C3 2.6965 2.9132 2.2558  -0.37
C4 -4.4792 2.4387 -4.1564  -0.37
C5 -3.2520 -1.5819 -2.7331  -0.29
C6 -0.8751 2.0745 -0.2174  -0.28
C7 5.4959 -0.5070 2.9942  -0.44
C8 2.4384 -3.5042 2.1300  -0.35
C9 -5.1315 1.6009 -5.2323  -0.33
C10 -0.1965 0.6395 -0.1888  -0.23
C11 -4.6875 -1.5550 -2.1973  -0.34
C12 1.8957 -2.3107 1.3314  -0.35
B1 -4.3341 0.2112 -3.6399  -0.93
B2 0.8694 2.0585 1.2772  -0.93
B3 3.6019 -1.6096 2.5746  -0.82

As for the net charge: -2. Its energy above the lowest of the compared OMol25 structures with the same formula, charge and spin is 63.30 kcal per mole. The calculation puts the frontier orbital gap at 0.2867 Ha. The LUMO energy is 2.275 eV.